[1]
C15H19N8O4PS3SeW as an isolated structure, computed with wB97M-V/def2-TZVPD.

Last column: Mulliken charge in e.
Geometry (Å):
W: -0.31 -0.68 -0.14  0.4685
N: -0.44 -2.79 0.59  -0.6998
N: 0.82 -3.37 0.86  -0.2573
C: 1.85 -3.00 0.10  0.7973
N: 3.04 -3.53 0.27  -0.3465
S: 1.56 -1.87 -1.19  -0.5391
H: -0.91 -2.61 1.48  0.3860
H: -1.00 -3.44 0.03  0.3117
H: 0.86 -4.11 1.55  0.2397
H: 3.23 -4.24 0.96  0.2358
H: 3.81 -3.21 -0.30  0.2383
S: -0.74 1.67 0.30  0.1486
C: -2.49 1.66 0.57  0.8464
C: -3.06 2.84 1.04  -0.9351
C: -4.44 2.90 1.23  0.3950
C: -5.03 4.10 1.72  -0.4909
N: -5.49 5.07 2.13  -0.3537
C: -5.22 1.78 0.91  0.5664
C: -4.64 0.62 0.42  -0.8662
C: -3.26 0.55 0.24  1.0693
S: -2.59 -0.98 -0.38  -0.4011
C: -6.65 1.82 1.09  -0.4910
N: -7.79 1.82 1.23  -0.3601
H: -2.46 3.70 1.27  0.5855
H: -5.27 -0.23 0.18  0.5892
C: -1.98 0.93 -4.97  -0.9380
N: -1.17 1.95 -4.30  0.1693
C: 0.16 1.99 -4.91  -0.9403
N: 0.83 0.68 -4.91  0.1268
C: -0.02 -0.30 -5.57  -0.9696
N: -1.35 -0.39 -4.96  0.1772
C: -1.33 -0.98 -3.65  -0.9489
P: -0.31 0.09 -2.51  2.4850
C: -1.09 1.73 -2.87  -1.2372
C: 1.22 0.26 -3.57  -1.1363
H: -2.11 1.23 -6.01  0.2870
H: -2.96 0.88 -4.50  0.3890
H: 0.78 2.72 -4.40  0.3934
H: 0.05 2.30 -5.95  0.3125
H: 0.46 -1.28 -5.55  0.3910
H: -0.15 0.00 -6.61  0.3026
H: -0.89 -1.98 -3.68  0.3331
H: -2.34 -1.05 -3.23  0.5226
H: -0.51 2.53 -2.40  0.5534
H: -2.10 1.74 -2.44  0.4369
H: 1.74 -0.70 -3.64  0.5966
H: 1.90 0.99 -3.12  0.3432
O: 0.88 0.43 3.98  -0.5384
Se: 0.41 0.27 2.48  1.1569
O: 1.40 -0.30 1.26  -0.5271
O: -0.91 -0.63 2.02  -0.6259
O: -0.09 1.85 1.84  -0.2519

Values from the calculation:
E = -144921.64677 eV
net charge = +2
LUMO (alpha / beta) = -8.37 / -8.27 eV
E_HOMO (alpha / beta) = -14.210 / -14.205 eV
2S+1 = 1



[2]
C47H63BaGe2N9O7S2 as an isolated structure in a non-equilibrium geometry, computed with wB97M-V/def2-TZVPD.

Last column: Mulliken charge in e.
Geometry (Å):
Ba: -0.23 0.79 -0.67  3.8549
O: -0.34 -5.92 -3.06  -0.4639
C: -1.77 -5.76 -3.18  -1.4734
C: -2.19 -4.36 -2.88  0.5901
C: -2.45 -3.46 -3.90  -0.5764
C: -2.70 -2.13 -3.59  -0.5425
N: -2.78 -1.68 -2.34  -0.2691
C: -2.61 -2.57 -1.35  0.7284
C: -2.28 -3.89 -1.57  -0.4264
C: -2.91 -2.03 0.02  -0.0842
C: -3.75 -2.73 0.87  -0.8506
C: -4.24 -2.12 2.02  0.7347
C: -5.12 -2.87 2.98  -0.8328
O: -6.01 -2.03 3.70  -0.5158
C: -3.88 -0.81 2.25  -1.2062
C: -3.00 -0.20 1.37  -0.8646
N: -2.48 -0.78 0.28  0.5277
H: -0.13 -5.82 -2.12  0.2959
H: -2.29 -6.48 -2.55  0.4072
H: -1.99 -6.01 -4.22  0.4105
H: -2.45 -3.78 -4.93  0.4661
H: -2.84 -1.40 -4.38  0.3359
H: -2.11 -4.56 -0.73  0.5968
H: -4.08 -3.73 0.60  0.5609
H: -4.49 -3.35 3.73  0.1833
H: -5.66 -3.67 2.46  0.4287
H: -6.67 -1.69 3.09  0.3421
H: -4.25 -0.27 3.11  0.6756
H: -2.69 0.83 1.55  0.6828
N: 1.80 -0.99 -0.81  0.4236
C: 1.57 -1.96 -1.90  0.6805
C: 2.85 -2.60 -2.50  -0.6177
C: 3.06 -4.09 -2.16  0.0146
C: 3.44 -4.95 -3.35  -1.5002
N: 2.36 -5.01 -4.34  0.0476
C: 2.21 -4.21 -5.39  0.8748
N: 1.05 -4.21 -6.06  -0.5225
N: 3.23 -3.49 -5.87  -0.3818
C: 0.73 -1.30 -3.04  -0.5715
O: 0.70 -1.88 -4.14  -0.6323
O: 0.11 -0.22 -2.74  -0.8678
H: 2.31 -0.18 -1.18  -0.0071
H: 2.41 -1.42 -0.13  -0.7486
H: 0.93 -2.76 -1.51  0.1127
H: 3.71 -2.02 -2.16  0.3661
H: 2.78 -2.47 -3.57  0.3491
H: 2.14 -4.51 -1.74  0.2068
H: 3.82 -4.23 -1.39  0.4749
H: 3.63 -5.98 -3.04  0.4223
H: 4.36 -4.62 -3.83  0.3662
H: 1.51 -5.48 -4.05  0.1177
H: 0.26 -4.51 -5.51  0.1089
H: 0.85 -3.37 -6.59  0.2905
H: 4.08 -3.40 -5.34  0.2130
H: 3.03 -2.75 -6.52  0.2351
O: 2.76 6.14 -0.47  -0.7231
C: 3.37 5.34 -1.37  0.5289
C: 4.43 5.88 -2.10  -0.7736
C: 5.09 5.11 -3.04  -0.2985
C: 4.71 3.79 -3.27  -0.9271
C: 3.67 3.26 -2.54  -0.5805
C: 2.98 4.01 -1.58  0.3461
C: 1.88 3.35 -0.83  0.8187
O: 1.70 2.08 -1.01  -0.7673
N: 1.18 4.12 -0.03  -0.9993
N: 0.14 3.41 0.62  0.5370
C: -0.38 4.08 1.57  -0.2653
S: 0.14 5.64 2.15  -0.1290
C: -1.21 5.81 3.35  -0.7441
C: -1.59 4.43 3.85  -0.4672
S: -1.79 3.39 2.40  -0.1431
H: 2.01 5.60 -0.08  0.6691
H: 4.72 6.90 -1.90  0.4423
H: 5.91 5.55 -3.59  0.3770
H: 5.23 3.19 -4.02  0.4361
H: 3.35 2.23 -2.70  0.3750
H: -2.06 6.30 2.88  0.3367
H: -0.85 6.44 4.17  0.4349
H: -2.54 4.44 4.39  0.5937
H: -0.81 4.02 4.49  0.0292
C: 3.79 -0.43 1.68  -1.0693
Ge: 2.20 -1.20 2.48  0.9833
C: 2.56 -1.50 4.35  -1.2995
C: 1.77 -2.92 1.66  -1.2137
Ge: 0.44 0.44 2.49  -0.7326
C: 1.43 1.85 3.39  0.6357
C: 2.36 2.59 2.64  -0.2319
C: 3.15 3.56 3.24  -0.8567
C: 3.03 3.81 4.60  -0.8578
C: 2.12 3.08 5.36  -0.6161
C: 1.32 2.11 4.76  -0.5591
C: -0.85 -0.32 3.73  0.6548
C: -1.64 0.43 4.61  0.5250
C: -2.55 -0.18 5.46  -1.1448
C: -2.69 -1.56 5.45  -0.4302
C: -1.92 -2.33 4.59  -1.0850
C: -1.02 -1.71 3.73  -0.3392
H: 4.43 -1.24 1.31  0.5378
H: 4.33 0.12 2.45  0.4402
H: 3.57 0.26 0.87  0.0706
H: 3.46 -2.13 4.42  0.5037
H: 1.73 -2.00 4.84  0.3400
H: 2.75 -0.55 4.86  0.3373
H: 2.59 -3.25 1.03  0.4393
H: 0.85 -2.87 1.07  0.0088
H: 1.63 -3.66 2.45  0.5863
H: 2.47 2.41 1.58  0.1320
H: 3.85 4.13 2.63  0.4869
H: 3.64 4.57 5.07  0.4139
H: 2.04 3.26 6.43  0.4619
H: 0.64 1.54 5.38  0.3438
H: -1.55 1.51 4.62  0.1352
H: -3.14 0.42 6.14  0.4443
H: -3.39 -2.04 6.13  0.4130
H: -2.02 -3.41 4.58  0.5314
H: -0.45 -2.33 3.05  -0.0914
C: -4.59 4.09 -2.78  -1.0232
N: -3.83 3.38 -1.74  0.2844
C: -4.47 3.14 -0.46  -0.6863
C: -2.64 2.84 -2.01  0.4893
C: -2.04 3.06 -3.37  -1.5445
O: -2.01 2.17 -1.16  -0.3023
H: -5.41 4.60 -2.30  0.3259
H: -5.00 3.40 -3.52  0.3246
H: -3.98 4.83 -3.28  0.3609
H: -5.07 4.01 -0.20  0.4153
H: -3.72 2.99 0.31  -0.0079
H: -5.12 2.26 -0.50  0.2815
H: -2.74 2.79 -4.17  0.4880
H: -1.14 2.45 -3.49  0.0045
H: -1.78 4.11 -3.50  0.4137

Values from the calculation:
energy relative to the best compared isomer or geometry (same formula, charge and spin) = 84.5 kJ/mol
E = -212899.88576 eV
net charge = +1
LUMO (alpha / beta) = -1.92 / -3.08 eV
E_HOMO (alpha / beta) = -9.032 / -9.123 eV
expectation value of S² = 0.76
2S+1 = 2



[3]
A 4-piece molecular cluster, C19H25FINO11S overall, computed with wB97M-V/def2-TZVPD.

Last column: Mulliken charge in e.
Geometry (Å):
O: 4.78 -1.12 -1.88  -0.5822
S: 3.51 -0.64 -2.29  1.2192
O: 3.28 -0.16 -3.61  -0.5461
F: 2.54 -1.83 -2.08  -0.1532
N: 2.96 0.47 -1.16  -0.5280
I: 4.63 1.62 -0.65  0.3528
C: 1.93 1.40 -1.71  -0.9964
C: 0.60 0.77 -2.03  0.7932
C: 0.11 -0.35 -1.37  -0.3546
C: -1.15 -0.87 -1.70  -0.4528
C: -1.93 -0.26 -2.66  -0.4105
C: -1.46 0.89 -3.30  -0.4475
C: -0.21 1.39 -2.98  -0.7843
H: 1.78 2.15 -0.92  0.4987
H: 2.34 1.91 -2.58  0.5831
H: 0.69 -0.82 -0.59  0.4311
H: -1.50 -1.75 -1.17  0.3808
H: -2.90 -0.67 -2.91  0.2979
H: -2.09 1.38 -4.03  0.4138
H: 0.15 2.28 -3.50  0.3489
C: 8.49 3.02 3.93  -1.4023
C: 7.17 3.47 3.36  0.4463
C: 6.89 3.03 1.94  -0.5464
O: 6.07 4.10 1.44  -0.2396
C: 6.37 5.22 2.15  0.5535
O: 6.01 6.31 1.86  -0.5208
O: 7.13 4.90 3.22  -0.3499
H: 8.57 3.27 4.99  0.3506
H: 8.59 1.94 3.83  0.3666
H: 9.31 3.50 3.40  0.3531
H: 6.34 3.18 4.02  0.2647
H: 6.35 2.09 1.88  0.3654
H: 7.80 2.98 1.34  0.2684
C: -7.12 1.84 0.92  -1.4463
C: -6.40 0.99 -0.09  0.5442
C: -4.98 0.60 0.27  -0.4816
O: -4.36 0.50 -1.02  -0.1320
C: -5.04 1.29 -1.88  0.5776
O: -4.67 1.57 -2.97  -0.5105
O: -6.19 1.71 -1.32  -0.3883
H: -8.16 1.98 0.65  0.3533
H: -7.08 1.37 1.91  0.3774
H: -6.65 2.82 0.98  0.3555
H: -6.99 0.09 -0.33  0.2639
H: -4.90 -0.34 0.79  0.2933
H: -4.47 1.39 0.84  0.2746
C: -1.32 -6.08 0.85  -1.3734
C: -2.73 -5.56 0.99  0.4882
C: -3.57 -5.61 -0.27  -0.4848
O: -4.45 -4.49 -0.11  -0.3271
C: -3.83 -3.59 0.70  0.6101
O: -4.19 -2.48 0.87  -0.5477
O: -2.74 -4.14 1.26  -0.3372
H: -0.82 -6.11 1.81  0.3438
H: -1.33 -7.09 0.43  0.3744
H: -0.75 -5.43 0.19  0.3293
H: -3.25 -6.05 1.82  0.2566
H: -4.16 -6.52 -0.37  0.3091
H: -2.97 -5.46 -1.17  0.3044

Values from the calculation:
E = -65774.31943 eV
net charge = 0
LUMO = -0.91 eV
E_HOMO = -8.995 eV
2S+1 = 1



[4]
A 4-piece molecular cluster, C8H24N2O4 overall in a non-equilibrium geometry, computed with wB97M-V/def2-TZVPD.

Last column: Mulliken charge in e.
Geometry (Å):
N: 5.18 -1.72 2.54  -0.4003
C: 4.01 -1.22 2.36  0.6061
N: 3.46 -1.01 3.51  -0.3801
O: 3.50 -0.95 1.33  -0.6727
H: 5.64 -2.20 1.78  0.2328
H: 5.35 -1.79 3.54  0.1470
H: 2.52 -0.62 3.48  0.2185
H: 3.90 -1.24 4.39  0.1459
C: -0.08 -1.85 0.58  -1.1765
C: 0.70 -1.69 -0.78  0.4821
C: -0.23 -1.21 -1.93  -0.0782
O: 1.51 -0.50 -0.61  -0.6652
H: 0.59 -1.94 1.43  0.2952
H: -0.73 -2.72 0.49  0.3748
H: -0.65 -0.95 0.80  0.2053
H: 1.26 -2.59 -1.01  0.2944
H: 0.32 -0.91 -2.82  0.3620
H: -0.84 -0.34 -1.70  -0.5328
H: -0.86 -2.06 -2.20  0.4516
H: 2.21 -0.66 0.03  0.4729
C: -3.86 2.66 0.46  -1.4950
C: -3.36 1.35 -0.07  0.9542
C: -4.50 0.43 -0.39  -1.4035
O: -2.67 1.61 -1.16  -0.6175
H: -4.60 2.52 1.24  0.3846
H: -4.39 3.32 -0.23  0.3552
H: -3.01 3.18 0.91  0.3434
H: -2.78 0.86 0.71  0.0690
H: -4.14 -0.58 -0.56  0.3250
H: -5.09 0.71 -1.26  0.3330
H: -5.13 0.28 0.49  0.3809
H: -1.96 1.01 -1.39  -0.2055
C: 1.21 1.99 -2.51  -0.3782
O: 2.41 1.63 -1.78  -0.5892
H: 0.24 1.71 -2.10  -0.0101
H: 1.38 3.06 -2.60  0.3341
H: 1.24 1.67 -3.55  0.2535
H: 2.25 0.77 -1.39  0.5833

Values from the calculation:
E = -19854.34477 eV
net charge = 0
LUMO = 0.36 eV
E_HOMO = -9.109 eV
2S+1 = 1



[5]
C23H43FeN2O2P3 as an isolated structure in a non-equilibrium geometry, computed with wB97M-V/def2-TZVPD.

Last column: Mulliken charge in e.
Geometry (Å):
Fe: 0.55 -0.30 0.29  0.3248
P: 2.16 -1.06 1.61  0.7574
P: 2.05 2.69 -0.38  0.7845
P: -0.72 -2.07 0.08  1.2247
H: 1.16 2.44 -2.95  0.5125
C: 0.32 2.19 -2.28  -0.0943
C: -0.89 2.09 -3.18  -1.1132
H: -1.49 3.04 -3.13  0.2903
C: 3.51 -1.78 0.61  -1.1571
C: 3.03 0.12 2.72  -1.2214
C: 1.75 -2.40 2.81  -1.0644
C: 2.56 4.31 -1.05  -1.2064
C: 1.53 3.14 1.35  -0.9727
C: 3.51 1.56 -0.64  -0.9088
C: -2.30 -1.83 -0.78  -0.8939
C: -1.27 -2.95 1.58  -1.2452
C: 0.20 -3.30 -0.92  -1.4907
H: 0.62 1.24 -1.76  -0.5520
H: -0.58 1.98 -4.25  0.4683
H: 4.30 -2.16 1.27  0.4540
H: 3.94 -1.03 -0.07  0.3467
H: 3.10 -2.60 0.01  0.3625
H: 3.72 -0.41 3.40  0.5645
H: 2.31 0.68 3.32  0.4060
H: 3.61 0.83 2.11  0.2630
H: 2.59 -2.53 3.50  0.5747
H: 1.55 -3.34 2.28  0.2932
H: 0.85 -2.11 3.39  0.2991
H: 2.11 5.11 -0.45  0.4590
H: 2.16 4.39 -2.07  0.4186
H: 3.65 4.46 -1.06  0.4397
H: 1.91 4.11 1.72  0.5370
H: 1.77 2.35 2.08  0.0395
H: 0.43 3.21 1.30  0.3829
H: 4.23 1.98 -1.37  0.5955
H: 3.10 0.64 -1.10  0.1068
H: 4.06 1.27 0.27  0.3496
H: -2.98 -2.67 -0.57  0.6524
H: -2.10 -1.76 -1.86  -0.1710
H: -2.77 -0.89 -0.46  0.2918
H: -2.27 -3.34 1.38  0.5155
H: -1.32 -2.27 2.45  0.2172
H: -0.57 -3.76 1.79  0.4037
H: -0.49 -3.78 -1.62  0.4617
H: 0.65 -4.04 -0.24  0.4530
H: 1.00 -2.79 -1.49  0.3874
C: -1.76 -0.09 -3.56  -0.0248
C: -0.60 -0.89 -3.68  0.0793
C: -0.71 -2.14 -4.30  -0.6591
C: -1.91 -2.52 -4.90  -0.6510
C: -2.99 -1.63 -4.94  -0.5344
C: -2.93 -0.41 -4.28  -0.2473
O: -1.84 1.08 -2.81  -0.3043
H: 0.07 3.08 -1.67  0.6013
H: 0.37 -0.53 -3.30  0.3964
H: 0.16 -2.79 -4.34  0.5075
H: -1.99 -3.48 -5.41  0.4572
H: -3.89 -1.86 -5.52  0.4279
H: -3.72 0.35 -4.33  0.4413
N: -2.84 0.22 5.49  -0.4195
C: -1.93 -0.14 4.52  0.3944
O: -1.24 -1.16 4.61  -0.5840
C: -1.88 0.71 3.28  0.2855
C: -2.90 1.58 2.87  -0.6318
C: -2.88 2.05 1.56  -1.1441
C: -1.92 1.56 0.66  -0.3640
N: -0.89 0.79 1.07  1.0157
C: -0.83 0.42 2.39  -0.7144
H: -2.73 -0.27 6.37  0.2952
H: -3.21 1.16 5.53  0.1925
H: -3.71 1.84 3.55  0.3972
H: -3.63 2.75 1.20  0.5422
H: -1.98 1.79 -0.41  0.2918
H: 0.08 -0.13 2.69  0.4068

Values from the calculation:
energy relative to the best compared isomer or geometry (same formula, charge and spin) = 0.0 kJ/mol
E = -93849.45600 eV
net charge = +3
LUMO (alpha / beta) = -9.50 / -11.60 eV
E_HOMO (alpha / beta) = -16.061 / -16.055 eV
expectation value of S² = 8.77
2S+1 = 6



[6]
A 2-piece molecular cluster, C28H27F6N4O overall in a non-equilibrium geometry, computed with wB97M-V/def2-TZVPD.

Last column: Mulliken charge in e.
Geometry (Å):
O: 1.22 -0.72 0.10  -0.6062
C: 1.14 -1.85 0.59  0.5542
N: -0.04 -2.39 1.03  -0.1339
C: -1.27 -1.59 1.02  -1.2634
C: -1.98 -1.77 -0.33  0.5167
C: -2.51 -3.20 -0.59  -0.6016
C: -3.76 -3.00 -1.44  -0.5571
C: -4.06 -1.48 -1.41  -0.7206
N: -3.09 -0.92 -0.51  -0.0273
N: 2.20 -2.73 0.75  -0.1339
C: 3.52 -2.49 0.34  0.6642
C: 4.41 -3.58 0.23  -0.9536
C: 5.71 -3.36 -0.20  0.0605
C: 6.65 -4.54 -0.37  0.8788
F: 7.92 -4.22 0.01  -0.2576
F: 6.26 -5.62 0.36  -0.2636
F: 6.71 -4.93 -1.69  -0.2412
C: 6.17 -2.08 -0.51  -1.2101
C: 5.29 -1.01 -0.38  0.1221
C: 5.79 0.37 -0.69  0.7930
F: 4.82 1.33 -0.59  -0.2409
F: 6.80 0.74 0.16  -0.2543
F: 6.29 0.45 -1.96  -0.2648
C: 3.97 -1.20 0.04  -0.6231
H: 0.00 -3.17 1.67  0.2720
H: -1.91 -1.96 1.82  0.4821
H: -1.02 -0.53 1.19  0.2082
H: -1.22 -1.54 -1.11  0.0633
H: -1.74 -3.80 -1.08  0.3265
H: -2.77 -3.66 0.38  0.3068
H: -3.57 -3.32 -2.47  0.2418
H: -4.61 -3.56 -1.04  0.2971
H: -3.98 -1.08 -2.44  0.3183
H: -5.09 -1.26 -1.07  0.3554
H: -3.09 0.04 -0.17  -0.0420
H: 1.95 -3.67 1.02  0.2391
H: 4.07 -4.59 0.47  0.4401
H: 7.19 -1.93 -0.84  0.4698
H: 3.29 -0.36 0.09  0.8427
C: -0.83 4.77 1.67  -1.1412
N: -1.56 3.71 0.97  0.0794
C: -0.88 3.07 -0.05  0.8843
C: 0.45 3.42 -0.36  -0.8699
C: 1.10 2.83 -1.44  -0.7765
C: 0.44 1.86 -2.23  -1.0044
C: -0.87 1.50 -1.93  -0.4036
C: -1.56 2.10 -0.85  1.2034
C: -2.92 1.79 -0.55  -1.1096
C: -3.59 2.47 0.50  1.3372
C: -2.88 3.44 1.29  1.0399
C: -3.57 4.16 2.27  -1.2062
C: -4.93 3.98 2.47  -0.7307
C: -5.64 3.01 1.73  -0.8229
C: -4.96 2.25 0.78  -0.4377
H: -1.41 5.16 2.49  0.2306
H: 0.10 4.35 2.08  0.4133
H: -0.58 5.59 0.98  0.4116
H: 0.97 4.16 0.24  0.4058
H: 2.13 3.11 -1.66  0.4586
H: 0.97 1.40 -3.07  0.4035
H: -1.39 0.76 -2.54  0.3829
H: -3.53 1.40 -1.37  0.7290
H: -3.05 4.90 2.90  0.2457
H: -5.44 4.59 3.21  0.4291
H: -6.70 2.87 1.91  0.3997
H: -5.51 1.51 0.19  0.3911

Values from the calculation:
energy relative to the best compared isomer or geometry (same formula, charge and spin) = 37.1 kJ/mol
E = -53782.71724 eV
net charge = +1
LUMO = -5.02 eV
E_HOMO = -10.869 eV
2S+1 = 1